Entry 1:
Entry from the OMol25 dataset: an isolated ion of composition CH3N4S and charge -1 at a distorted geometry (ωB97M-V/def2-TZVPD).

The value obtained for the energy is -656.9794 a.u. Its charge is -1. As for the HOMO-LUMO gap: 7.6082 eV. Its spin multiplicity is 1. The value obtained for the highest occupied orbital energy is -0.126 Eh.

Structure (XYZ):
```
9
CH3N4S | the OMol25 dataset | ωB97M-V/def2-TZVPD
N 0.181 0.909 1.294
H -1.882 -0.284 0.710
N 0.966 0.862 0.327
N -0.950 -0.543 0.681
C -0.273 -0.701 -0.605
N 0.933 0.088 -0.657
S 2.231 1.955 0.506
H -0.983 -0.503 -1.571
H -0.222 -1.782 -0.686
```

Here are the natural (NBO) charges for atoms 1 to 5, given in e: -0.13 0.33 -0.03 -0.64 -0.10

---

Entry 2:
Entry from the OMol25 dataset: C4H7NO as an isolated structure at a distorted geometry (ωB97M-V/def2-TZVPD).

The value obtained for the energy is -286.5188 a.u. As for the HOMO-LUMO gap: 9.0693 eV. Its spin multiplicity is 1. The value obtained for the highest occupied orbital energy is -0.300 Eh.

Structure (XYZ):
```
13
C4H7NO | the OMol25 dataset | ωB97M-V/def2-TZVPD
O -0.987 1.576 2.107
C -0.494 0.844 1.092
H 1.067 -0.415 1.257
H 1.487 -1.453 -1.543
C -1.032 0.476 -0.095
H -0.291 1.670 2.771
C 0.440 -1.260 -1.312
H -0.126 -1.313 -2.247
H 0.061 -2.044 -0.655
H -2.039 0.392 -0.461
H 0.817 0.889 -1.187
N 0.855 0.537 0.979
C 0.244 0.101 -0.706
```

Here are the natural (NBO) charges for atoms 1 to 5, given in e: -0.66 0.47 0.36 0.22 -0.44

---

- Look up the HOMO-LUMO gap of the first one.
  7.6082 eV